# 1
A cluster of 2 separate species, C6H12O in total at a distorted geometry, computed with the ωB97M-V functional and the def2-TZVPD basis.

The geometry in XYZ format:
```
19
Properties=species:S:1:pos:R:3
C -0.7626 -1.5744 0.0171
C -0.5346 -0.2777 0.2680
C 0.7278 0.3699 0.6515
C 0.8875 1.7011 0.6153
C -0.0494 2.6321 -0.0733
C 2.0722 2.3718 1.2815
H -0.0176 -2.1846 -0.4441
H -1.8210 -1.7678 0.1204
H -1.4168 0.3016 0.5041
H 1.5972 -0.2398 0.8504
H -1.0740 2.3412 0.1179
H -0.0353 3.6260 0.3947
H 0.0855 2.7855 -1.1348
H 2.3251 3.2171 0.6432
H 1.7218 2.8210 2.2138
H 2.9737 1.7820 1.4174
O -2.6038 -5.9478 -2.6077
H -1.8375 -5.4818 -2.9567
H -2.2381 -6.4754 -1.8787
```

Values from the calculation:
- SMILES string = C=CC=C(C)C.O
- charge = 0
- energy relative to the best compared isomer or geometry (same formula, charge and spin) (kcal per mole) = 46.6

# 2
A structure of composition C47H39AuN3PSi at a distorted geometry, computed with the ωB97M-V functional and the def2-TZVPD basis.

The geometry in XYZ format:
```
92
Properties=species:S:1:pos:R:3
Au -0.3295 -0.6672 0.4054
C -2.1839 -1.1455 5.6966
C -0.9429 -0.5387 5.8560
C -0.2488 -0.0684 4.7678
C -0.7878 -0.2059 3.4725
C -2.0409 -0.8190 3.3195
C -2.7277 -1.2757 4.4242
N -0.0945 0.2268 2.3869
N 1.0154 0.8650 2.5168
C 1.8118 1.1238 1.5036
C 3.0963 1.6712 1.7288
C 3.9389 1.8583 0.6681
C 3.4989 1.5498 -0.6255
C 2.2245 1.0525 -0.7816
N 1.4004 0.8387 0.2352
H -2.7186 -1.5172 6.5563
H -0.5092 -0.4395 6.8398
H 0.7131 0.4106 4.8661
H -2.4515 -0.9364 2.3270
H -3.6895 -1.7483 4.2977
H 3.3946 1.8652 2.7447
H 4.9386 2.2294 0.8229
H 4.1457 1.6804 -1.4747
H 1.8285 0.8013 -1.7574
C -4.4634 -4.8074 -0.8391
C -3.4424 -5.2364 -1.6773
C -2.2747 -4.5042 -1.7842
C -2.1382 -3.3242 -1.0547
C -3.1601 -2.8961 -0.2149
C -4.3201 -3.6416 -0.1050
P -0.5549 -2.4502 -1.0457
C -0.1243 -2.0705 -2.7619
C -1.0820 -2.0345 -3.7703
C -0.7101 -1.6533 -5.0487
C 0.6020 -1.3052 -5.3219
C 1.5570 -1.3451 -4.3169
C 1.1985 -1.7239 -3.0374
C 0.5726 -3.7586 -0.4976
C 1.2311 -4.6072 -1.3811
C 1.9854 -5.6539 -0.8808
C 2.0748 -5.8597 0.4867
C 1.4159 -5.0160 1.3690
C 0.6667 -3.9641 0.8781
H -5.3689 -5.3888 -0.7553
H -3.5502 -6.1554 -2.2318
H -1.4681 -4.8445 -2.4204
H -3.0279 -1.9791 0.3477
H -5.1028 -3.3222 0.5654
H -2.1013 -2.3228 -3.5557
H -1.4464 -1.6457 -5.8394
H 0.8808 -1.0079 -6.3218
H 2.5830 -1.0927 -4.5370
H 1.9334 -1.7794 -2.2444
H 1.1642 -4.4484 -2.4488
H 2.4927 -6.3156 -1.5655
H 2.6613 -6.6799 0.8688
H 1.4825 -5.1805 2.4340
H 0.1413 -3.2985 1.5561
C 2.1442 5.5336 0.6642
C 1.5020 4.5732 1.4307
C 0.3826 3.9291 0.9415
C -0.0957 4.2145 -0.3432
C 0.5439 5.2105 -1.0940
C 1.6453 5.8704 -0.5848
Si -1.5436 3.2739 -1.0530
C -1.3864 2.6116 -2.7956
C -0.1192 2.5696 -3.3958
C 0.0280 2.1189 -4.6919
C -1.0834 1.7210 -5.4186
C -2.3431 1.7563 -4.8390
C -2.4983 2.1853 -3.5343
C -3.0305 2.8483 -0.0083
C -2.8496 2.0965 1.1594
C -3.9311 1.7290 1.9318
C -5.2123 2.1020 1.5562
C -5.4042 2.8729 0.4202
C -4.3265 3.2477 -0.3587
H 3.0284 6.0232 1.0425
H 1.8690 4.3292 2.4158
H -0.1187 3.1985 1.5573
H 0.1633 5.4771 -2.0685
H 2.1170 6.6489 -1.1628
H 0.7452 2.9018 -2.8380
H 1.0075 2.0977 -5.1440
H -0.9642 1.3936 -6.4390
H -3.2072 1.4596 -5.4146
H -3.4853 2.2109 -3.0963
H -1.8550 1.7904 1.4524
H -3.7712 1.1509 2.8285
H -6.0566 1.7914 2.1503
H -6.3990 3.1830 0.1423
H -4.4843 3.8627 -1.2330
```

Values from the calculation:
- charge = +2
- energy relative to the best compared isomer or geometry (same formula, charge and spin) (kcal per mole) = 27.5

# 3
A structure of composition C9H13BrINO2Ti at a distorted geometry, computed with the ωB97M-V functional and the def2-TZVPD basis.

The geometry in XYZ format:
```
28
Properties=species:S:1:pos:R:3
C 3.2829 0.4765 0.5154
C 2.9330 -0.7390 -0.3611
C 1.6340 -1.4327 0.0360
Br 1.5123 -3.1670 -0.8478
C 0.3411 -0.6983 -0.2894
C 0.0741 0.7008 0.3182
C -1.2244 1.0453 -0.4338
I -1.3377 3.2952 -0.6097
C -2.5644 0.8752 0.2823
C -3.3418 -0.4298 0.3657
N -3.1988 -1.3027 -0.5106
O -1.1568 0.4723 -1.6550
C 0.0145 -0.3922 -1.7299
O 0.4797 -0.6462 -2.7627
H 2.7873 0.4294 1.4909
H 2.9720 1.4175 0.0528
H 4.3579 0.5478 0.6690
H 2.9045 -0.4700 -1.4192
H 3.7271 -1.4772 -0.2509
H 1.6390 -1.6774 1.0988
H -0.5135 -1.3131 0.0255
H 0.8322 1.4082 -0.0112
H 0.0052 0.6662 1.4081
H -2.1796 1.1496 1.3006
H -3.2639 1.6627 -0.0350
H -4.0247 -0.5235 1.2269
H -3.8005 -2.1171 -0.3800
Ti -2.8908 2.2396 2.5061
```

Values from the calculation:
- charge = +2

# 4
The molecule C3H4N2OS at a distorted geometry, computed with the ωB97M-V functional and the def2-TZVPD basis.

The geometry in XYZ format:
```
11
Properties=species:S:1:pos:R:3
C -0.0925 -1.4396 -0.6498
N -0.2318 -1.6327 0.6481
N 0.0707 -0.7398 1.6787
C -0.4790 0.4824 1.7082
S -0.7284 1.4327 0.2191
C 0.3033 0.9261 -1.0414
O 0.1894 -0.4896 -1.5113
H 0.1115 -2.5441 -1.0742
H -0.6234 1.2757 2.6248
H 0.1269 1.5561 -1.8693
H 1.3533 1.1728 -0.7328
```

Values from the calculation:
- SMILES string = C1=NN=CSCO1
- charge = 0
- energy relative to the best compared isomer or geometry (same formula, charge and spin) (kcal per mole) = 104.4

Number 1: lowest unoccupied orbital energy 0.86 eV. Number 2: lowest unoccupied orbital energy -6.93 eV. Number 3: lowest unoccupied orbital energy -11.57 eV. Number 4: lowest unoccupied orbital energy 0.11 eV.